Below is the molecule C7H12OS, with properties calculated with the ωB97M-V functional and the def2-TZVPD basis.

Structure (XYZ):
```
21
Properties=species:S:1:pos:R:3:forces:R:3
C -0.7064 -0.2352 -0.2261 1.08 -3.05 -1.92
C -0.9512 0.9575 0.2761 -0.57 -1.25 -0.61
C 0.3286 -1.2181 -0.6926 4.87 2.65 1.12
C -2.3475 1.4556 0.2758 -0.50 -0.34 -1.96
C 0.1684 1.6719 0.9036 -1.04 2.71 0.48
C 0.6463 -2.3027 0.3083 -0.80 0.38 -2.00
C 1.2474 -0.8813 -1.9143 -2.93 -0.03 0.28
O -1.7738 -0.9353 -2.5351 0.91 -0.03 -0.48
S -1.6138 -1.4684 -1.1369 -6.45 -0.26 0.80
H -2.4908 1.7988 1.2400 -1.01 0.85 2.09
H -2.4097 2.3356 -0.3975 -0.11 -0.41 0.28
H -3.1377 0.6919 -0.0219 1.23 0.97 0.39
H 0.0343 2.8031 0.8364 0.28 -1.35 -0.02
H 0.2721 1.4475 1.9554 -0.14 -0.14 0.42
H 1.0455 1.3765 0.4218 1.64 -0.21 -0.67
H -0.1640 -2.7160 0.8409 -1.71 0.37 0.89
H 1.3419 -1.9783 1.0234 1.32 0.32 0.86
H 0.8904 -3.1795 -0.2161 1.49 -1.19 -0.81
H 0.4743 -0.5576 -2.7032 1.64 -0.16 0.91
H 1.7363 -1.7720 -2.2851 0.32 -0.11 0.07
H 1.9277 -0.0772 -1.6887 0.47 0.28 -0.09
```
Positions in Å, forces in eV/Å.

Output
total charge: 0
E_LUMO (alpha / beta): 0.0285 / -0.0726 Eh
spin multiplicity: 3
<S²>: 2.011

Atomic partial charges in e from the Mulliken method, atoms 1 to 6: C -0.645; C 1.447; C 0.483; C -1.309; C -1.224; C -1.566

=====

Below is the molecule C7H12OSi, with properties calculated with the ωB97M-V functional and the def2-TZVPD basis.

Structure (XYZ):
```
21
Properties=species:S:1:pos:R:3:forces:R:3
C -0.9313 1.3879 -1.2733 0.09 -0.22 0.16
C -0.5273 0.4103 -0.4852 -0.82 -0.14 -0.65
C -2.4242 -0.3252 -1.9589 0.54 -1.03 0.70
C -2.0973 1.1325 -2.1729 -0.34 0.50 -0.41
C 1.8413 -1.4089 -0.2722 -0.35 0.40 0.30
C -0.2261 -1.2998 2.0351 0.30 0.45 -0.51
C 1.6461 1.1680 1.5801 -0.36 -0.40 -0.37
O -3.0836 -1.1603 -2.4560 0.51 1.08 0.24
Si 0.6899 -0.2578 0.7299 0.32 -0.48 0.33
H -0.4764 2.3806 -1.3098 0.04 -0.04 0.06
H -2.9785 1.7246 -1.8878 0.00 -0.06 -0.03
H -1.9177 1.3399 -3.2378 -0.01 -0.07 0.05
H 1.4563 -1.5476 -1.2780 -0.08 0.04 -0.15
H 2.8512 -1.0162 -0.3482 0.13 0.10 -0.01
H 1.8983 -2.3931 0.1817 0.03 -0.16 0.17
H -0.7600 -2.1213 1.5684 -0.10 -0.12 -0.14
H 0.4734 -1.7222 2.7500 0.22 -0.05 0.11
H -0.9425 -0.7052 2.5910 -0.17 0.17 0.09
H 1.3499 1.2879 2.6165 -0.13 -0.02 0.19
H 2.7204 1.0233 1.5591 0.22 -0.15 -0.04
H 1.4381 2.1026 1.0683 -0.03 0.19 -0.08
```
Positions in Å, forces in eV/Å.

Output
total charge: 0
E_LUMO (alpha / beta): 0.0067 / 0.0157 Eh
spin multiplicity: 1

Atomic partial charges in e from the Mulliken method, atoms 1 to 6: C 0.182; C -0.655; C 0.156; C -0.215; C -1.130; C -1.031

=====

Below is a cluster of 2 separate species, C7H12S in total, with properties calculated with the ωB97M-V functional and the def2-TZVPD basis.

Structure (XYZ):
```
20
Properties=species:S:1:pos:R:3:forces:R:3
C -0.9642 0.3477 -1.0780 0.18 -1.59 0.97
C 0.4408 -0.2855 -0.9703 1.59 0.10 -0.20
C 0.4359 -1.5643 -1.7747 0.58 0.47 -2.67
C 0.5146 -2.6775 -1.0872 0.80 -1.22 0.27
C 0.5628 -2.4242 0.3960 -1.67 0.45 -0.64
C 0.8643 -0.9075 0.4137 -2.14 0.82 0.91
H -0.9077 1.4163 -0.9673 -0.59 0.31 0.48
H -1.4534 0.0805 -1.9929 0.23 0.30 -1.13
H -1.6428 -0.2541 -0.4095 0.59 1.25 0.21
H 1.3210 0.4770 -1.2537 -2.13 -1.59 0.15
H 0.3855 -1.6032 -2.8992 -0.05 0.34 1.22
H 0.6042 -3.6825 -1.5261 -0.35 0.53 0.19
H 1.3397 -2.9854 0.9266 -0.63 -0.13 0.11
H -0.5364 -2.6218 0.7006 1.93 0.00 0.43
H 1.9216 -0.7696 0.5256 0.47 0.24 0.38
H 0.2547 -0.4266 1.2411 1.16 -0.26 -0.69
C -0.7943 4.5280 2.5270 -0.48 0.34 -0.88
S -0.6184 3.3361 1.4931 0.17 -0.47 -0.08
H -1.4855 5.3221 2.3276 -0.54 0.38 -0.14
H -0.2424 4.6942 3.4078 0.86 -0.26 1.11
```
Positions in Å, forces in eV/Å.

Output
total charge: 0
E_LUMO: -0.0145 Eh
spin multiplicity: 1
SMILES: C[C@@H]1C=CCC1.C=S

Atomic partial charges in e from the Mulliken method, atoms 1 to 6: C -1.300; C 0.464; C -0.618; C -0.412; C -0.526; C -0.719

=====

Below is the molecule C7H12S, with properties calculated with the ωB97M-V functional and the def2-TZVPD basis.

Structure (XYZ):
```
20
Properties=species:S:1:pos:R:3:forces:R:3
C -2.4527 -1.2839 -0.8040 -1.89 -1.83 1.10
C -2.5032 -0.5109 0.5048 4.71 2.04 -2.13
C -1.4461 0.2497 0.9075 1.25 -1.55 -1.91
C -0.0669 0.2306 0.0612 -2.59 1.14 -0.34
S 0.3199 1.9116 -0.6288 -0.45 0.43 -0.71
C 1.0346 0.0034 0.8967 3.65 -2.04 3.78
C 2.1527 -0.7563 0.5817 -3.13 3.37 3.44
C 2.3940 -1.5929 -0.5082 0.83 -3.92 -4.83
H -2.6425 -2.3751 -0.4020 0.41 1.69 -1.39
H -3.2583 -1.0542 -1.5927 1.15 -0.18 1.39
H -1.4610 -1.2092 -1.2345 -0.35 -0.20 -0.22
H -3.1867 -0.6509 1.2186 -3.28 -0.56 2.13
H -1.3135 0.7548 1.8942 -0.46 -0.49 -0.91
H 0.1144 -0.5177 -0.7358 -1.14 0.91 -0.03
H 0.7214 2.5689 0.4890 -0.18 -0.60 -0.13
H 0.8411 0.3956 1.9740 1.24 -0.35 -1.82
H 2.9622 -0.6919 1.2777 0.24 -0.18 0.63
H 3.4706 -1.5303 -0.8551 -1.18 -0.09 0.24
H 1.7569 -1.5981 -1.4452 0.53 1.17 0.86
H 2.2026 -2.7161 -0.3651 0.64 1.24 0.85
```
Positions in Å, forces in eV/Å.

Output
total charge: 0
E_LUMO: 0.0326 Eh
spin multiplicity: 1
SMILES: C/C=C\C(S)/C=C\C

Atomic partial charges in e from the Mulliken method, atoms 1 to 6: C -0.782; C -0.393; C -0.360; C 0.977; S -0.258; C -0.527

=====

It is found that the max |F| values, taken in the order of the records, are 6.504; 1.353; 2.773; 6.280 eV/A.